# 1
Density functional theory data (ωB97M-V/def2-TZVPD) for one molecule with the formula C3H6ClNO2 at a distorted geometry.

The value obtained for the LUMO energy is -0.16 eV. As for the SMILES: CC(C)(Cl)[N+](=O)[O-]. The calculation puts the HOMO energy at -11.18 eV. Its charge is 0. The calculation puts the gap between HOMO and LUMO at 11.02 eV. Its multiplicity is 1. For the relative energy (zero: lowest compared OMol25 entry of this formula, charge and spin), the calculation gives 3.5446 eV. The calculation puts the total energy at -21312.5753 eV.

Geometry (Å):
C1 -0.686 0.115 1.208
C2 0.162 0.191 -0.027
C3 -0.598 0.132 -1.302
Cl1 1.137 1.759 0.073
N1 1.338 -0.740 -0.003
O1 1.914 -0.846 1.048
O2 1.712 -1.188 -1.060
H1 -0.014 0.062 2.082
H2 -1.378 -0.807 1.306
H3 -1.305 0.976 1.480
H4 0.042 -0.277 -2.205
H5 -0.859 1.205 -1.502
H6 -1.464 -0.583 -1.097



# 2
Density functional theory data (ωB97M-V/def2-TZVPD) for a 5-piece molecular cluster, C10H31BrN2O4 overall at a distorted geometry.

The value obtained for the LUMO energy is -1.19 eV. The calculation puts the HOMO energy at -8.70 eV. Its charge is 0. The calculation puts the gap between HOMO and LUMO at 7.51 eV. Its multiplicity is 1. For the relative energy (zero: lowest compared OMol25 entry of this formula, charge and spin), the calculation gives 0.1293 eV. The calculation puts the total energy at -92082.9386 eV.

Geometry (Å):
O1 2.696 1.655 -1.796
H1 1.956 1.129 -1.307
H2 3.552 1.287 -1.499
H3 2.635 2.603 -1.573
Br1 0.668 0.023 -0.078
C1 -3.399 1.072 -1.841
C2 -2.814 1.785 -0.622
O2 -2.608 0.950 0.492
H4 -4.156 0.379 -1.469
H5 -2.707 0.471 -2.433
H6 -3.833 1.814 -2.513
H7 -3.485 2.594 -0.328
H8 -1.900 2.316 -0.918
H9 -1.762 0.491 0.390
C3 2.179 -2.235 -3.422
C4 1.571 -3.525 -2.875
C5 2.484 -4.735 -2.926
O3 2.858 -5.010 -4.258
C6 3.688 -6.153 -4.357
N1 1.219 -3.310 -1.456
H10 3.156 -2.153 -2.944
H11 1.515 -1.383 -3.283
H12 2.267 -2.291 -4.512
H13 0.661 -3.835 -3.393
H14 2.003 -5.586 -2.429
H15 3.404 -4.598 -2.335
H16 3.886 -6.316 -5.412
H17 3.356 -7.017 -3.778
H18 4.683 -5.972 -3.925
H19 2.071 -3.260 -0.910
H20 0.697 -2.459 -1.297
C7 -1.455 1.151 3.957
C8 -1.361 2.452 3.225
C9 -1.315 3.671 4.126
O4 -2.653 3.912 4.546
C10 -2.723 4.733 5.705
N2 -0.148 2.386 2.388
H21 -0.630 1.059 4.670
H22 -1.451 0.267 3.320
H23 -2.376 1.069 4.542
H24 -2.214 2.553 2.544
H25 -0.987 4.501 3.488
H26 -0.668 3.512 4.991
H27 -3.732 4.900 6.071
H28 -2.267 5.674 5.374
H29 -2.126 4.463 6.583
H30 -0.148 3.252 1.845
H31 -0.288 1.715 1.630



# 3
Density functional theory data (ωB97M-V/def2-TZVPD) for C42H30BiBrCl5F10N4OP2SSe as an isolated structure at a distorted geometry.

The value obtained for the LUMO energy (alpha / beta) is -1.28 / -1.79 eV. The expectation value of S² is 0.8446. The calculation puts the HOMO energy (alpha / beta) at -6.74 / -6.93 eV. Its charge is 0. The calculation puts the gap between HOMO and LUMO (alpha / beta) at 5.46 / 5.13 eV. Its multiplicity is 2. The calculation puts the total energy at -312456.8567 eV.

Geometry (Å):
Bi1 0.295 0.023 -0.311
F1 1.406 6.922 -3.365
C1 1.620 5.795 -2.672
C2 2.803 5.634 -1.955
F2 3.726 6.607 -1.966
C3 3.037 4.466 -1.232
F3 4.194 4.331 -0.570
C4 2.086 3.452 -1.223
P1 2.047 1.861 -0.385
C5 2.329 2.392 1.339
C6 1.207 2.540 2.173
C7 1.344 2.956 3.500
C8 2.607 3.229 4.017
C9 3.730 3.090 3.207
C10 3.591 2.677 1.878
C11 3.589 1.017 -0.860
C12 4.063 -0.044 -0.066
C13 5.217 -0.753 -0.413
C14 5.912 -0.426 -1.572
C15 5.446 0.599 -2.388
C16 4.289 1.306 -2.041
C17 0.913 3.633 -1.951
Br1 -0.241 2.155 -1.825
C18 0.666 4.788 -2.674
F4 -0.471 4.937 -3.366
H1 0.206 2.332 1.798
H2 0.464 3.065 4.128
H3 2.717 3.552 5.049
H4 4.719 3.305 3.604
H5 4.491 2.592 1.271
H6 3.534 -0.335 0.840
H7 5.565 -1.564 0.222
H8 6.807 -0.978 -1.845
H9 5.977 0.847 -3.304
H10 3.948 2.078 -2.725
C19 -3.852 1.326 -4.515
C20 -3.596 -0.157 -4.281
N1 -4.003 -0.549 -2.931
C21 -5.370 -1.047 -2.802
C22 -5.395 -2.564 -2.903
C23 -3.182 -0.468 -1.810
S1 -1.529 -0.002 -1.941
N2 -3.649 -0.747 -0.627
C24 -2.839 -0.653 0.479
O1 -1.639 -0.393 0.472
C25 -3.521 -0.893 1.788
C26 -4.890 -1.185 1.856
C27 -5.505 -1.401 3.092
C28 -4.755 -1.326 4.267
C29 -3.392 -1.036 4.209
C30 -2.776 -0.820 2.974
H11 -3.567 1.603 -5.534
H12 -3.281 1.951 -3.822
H13 -4.912 1.567 -4.382
H14 -2.551 -0.406 -4.494
H15 -4.171 -0.727 -5.022
H16 -6.007 -0.625 -3.589
H17 -5.823 -0.726 -1.856
H18 -4.989 -2.902 -3.863
H19 -6.421 -2.934 -2.819
H20 -4.800 -3.027 -2.108
H21 -5.479 -1.242 0.944
H22 -6.567 -1.625 3.134
H23 -5.234 -1.493 5.227
H24 -2.805 -0.976 5.120
H25 -1.713 -0.592 2.927
Cl1 -1.951 2.037 1.352
C31 -1.108 0.929 2.433
C32 -0.155 0.036 1.914
C33 0.518 -0.848 2.773
Cl2 1.713 -1.967 2.118
C34 0.240 -0.841 4.151
Cl3 1.087 -1.953 5.228
C35 -0.714 0.052 4.670
Cl4 -1.064 0.062 6.400
C36 -1.388 0.937 3.810
Cl5 -2.585 2.060 4.461
Se1 3.194 -1.567 -1.433
N3 1.764 -1.606 -0.346
C37 1.747 -2.726 0.391
C38 0.755 -3.029 1.323
C39 0.847 -4.234 2.034
C40 1.923 -5.112 1.804
C41 2.910 -4.785 0.860
C42 2.800 -3.582 0.163
N4 3.678 -3.161 -0.760
H26 -0.069 -2.349 1.495
H27 0.088 -4.489 2.762
H28 1.990 -6.040 2.355
H29 3.741 -5.456 0.678
F5 0.347 -1.274 -1.947
P2 0.388 -2.338 -3.294
F6 -1.147 -1.757 -3.799
F7 1.157 -1.120 -4.230
F8 1.924 -2.919 -2.788
F9 -0.381 -3.555 -2.357
F10 0.430 -3.402 -4.642
H30 1.701 -0.009 0.916



# 4
Density functional theory data (ωB97M-V/def2-TZVPD) for a 10-piece molecular cluster, C5H27O12 overall at a distorted geometry.

The value obtained for the LUMO energy is 2.91 eV. The calculation puts the HOMO energy at -6.14 eV. Its charge is -1. The calculation puts the gap between HOMO and LUMO at 9.04 eV. Its multiplicity is 1. For the relative energy (zero: lowest compared OMol25 entry of this formula, charge and spin), the calculation gives 1.3127 eV. The calculation puts the total energy at -30194.7515 eV.

Geometry (Å):
O1 0.003 -1.353 0.588
C1 -0.804 -1.409 -0.355
O2 -2.005 -1.355 0.038
C2 -0.449 -1.451 -1.847
C3 0.345 -0.179 -1.939
C4 1.268 -0.200 -3.269
C5 1.896 1.190 -3.505
O3 1.098 2.270 -3.046
H1 0.204 -2.298 -1.962
H2 -1.323 -1.434 -2.485
H3 -0.237 0.765 -1.904
H4 0.882 0.046 -0.964
H5 0.658 -0.673 -4.017
H6 2.030 -1.015 -2.951
H7 2.892 1.127 -3.003
H8 2.070 1.328 -4.546
H9 1.130 2.174 -2.029
H10 -2.441 -0.586 1.417
H11 -2.980 -0.634 3.013
O4 -2.558 -0.082 2.317
H12 -3.461 -3.083 0.533
H13 -2.188 -3.411 1.261
O5 -2.891 -3.829 0.790
H14 0.936 0.440 2.321
H15 1.136 -0.486 1.119
O6 1.570 0.212 1.633
H16 -0.711 3.040 -2.951
H17 -2.098 2.326 -2.571
O7 -1.445 3.057 -2.331
H18 -0.106 2.491 -0.086
H19 1.028 1.561 0.605
O8 0.813 2.388 0.115
H20 3.210 -0.379 0.047
H21 2.590 0.962 0.109
O9 3.279 0.452 -0.404
H22 0.492 -2.428 2.613
H23 1.862 -1.764 2.568
O10 1.243 -2.165 3.140
H24 -2.478 1.950 4.051
H25 -1.927 1.545 2.609
O11 -2.175 2.202 3.242
H26 0.108 -1.167 4.162
H27 -0.628 0.102 3.742
O12 0.164 -0.246 4.134



# 5
Density functional theory data (ωB97M-V/def2-TZVPD) for a 3-piece molecular cluster, C24H38Br2ClF6NO12PS overall at a distorted geometry.

The value obtained for the LUMO energy is -5.10 eV. The calculation puts the HOMO energy at -10.83 eV. Its charge is +1. The calculation puts the gap between HOMO and LUMO at 5.73 eV. Its multiplicity is 1. The calculation puts the total energy at -240591.4020 eV.

Geometry (Å):
C1 -1.618 -3.128 -2.160
C2 -2.756 -2.656 -1.243
C3 -2.370 -1.459 -0.394
O1 -2.644 -0.255 -1.121
C4 -1.796 0.799 -0.786
C5 -0.440 0.698 -1.461
C6 0.728 0.442 -0.733
C7 0.585 0.324 0.786
O2 0.434 1.322 1.380
O3 0.511 -0.891 1.317
C8 1.981 0.357 -1.363
S1 3.436 -0.017 -0.421
O4 4.192 -1.034 -1.076
O5 3.101 -0.286 0.944
C9 4.487 1.554 -0.418
F1 3.867 2.475 -1.168
F2 5.660 1.274 -0.926
F3 4.601 2.009 0.801
C10 2.086 0.576 -2.739
C11 3.356 0.494 -3.550
C12 3.426 -0.894 -4.224
C13 4.781 -1.275 -4.793
F4 4.942 -0.662 -5.992
Br1 6.289 -0.852 -3.674
C14 4.767 -2.808 -5.103
F5 3.655 -3.085 -5.791
F6 5.816 -3.119 -5.857
Br2 4.820 -3.935 -3.509
N1 0.938 0.855 -3.413
Cl1 1.033 1.209 -5.076
C15 -0.308 0.904 -2.838
C16 -1.486 1.179 -3.710
P1 -1.999 -0.254 -4.773
O6 -3.112 -0.950 -4.150
O7 -0.726 -1.186 -4.979
O8 -2.357 0.327 -6.220
H1 -0.829 -2.380 -2.229
H2 -2.009 -3.273 -3.160
H3 -1.217 -4.081 -1.835
H4 -3.601 -2.353 -1.852
H5 -3.079 -3.469 -0.603
H6 -1.315 -1.569 -0.156
H7 -2.951 -1.478 0.523
H8 -2.275 1.704 -1.150
H9 -1.691 0.919 0.289
H10 1.387 -1.309 1.283
H11 3.364 1.299 -4.275
H12 4.199 0.661 -2.896
H13 3.056 -1.637 -3.526
H14 2.746 -0.880 -5.069
H15 -2.361 1.396 -3.119
H16 -1.297 2.047 -4.339
H17 -0.601 -1.434 -5.905
H18 -2.247 1.286 -6.230
C17 2.871 1.862 3.799
O9 2.295 2.211 5.040
C18 3.012 3.230 5.722
C19 2.328 4.570 5.587
O10 2.365 5.041 4.246
C20 1.138 4.873 3.562
H19 2.173 1.215 3.270
H20 3.067 2.745 3.185
H21 3.808 1.313 3.957
H22 4.040 3.291 5.354
H23 3.048 2.954 6.780
H24 2.857 5.302 6.204
H25 1.297 4.507 5.945
H26 0.379 5.558 3.954
H27 0.772 3.845 3.637
H28 1.312 5.110 2.512
C21 -3.791 -0.598 3.557
O11 -4.060 -1.806 2.865
C22 -4.212 -2.921 3.736
C23 -5.665 -3.291 3.922
O12 -6.371 -2.287 4.632
C24 -7.181 -1.473 3.803
H29 -3.860 0.218 2.837
H30 -4.515 -0.424 4.356
H31 -2.781 -0.610 3.979
H32 -3.744 -2.720 4.703
H33 -3.688 -3.766 3.277
H34 -5.721 -4.210 4.514
H35 -6.135 -3.484 2.953
H36 -8.039 -2.039 3.427
H37 -6.615 -1.070 2.958
H38 -7.546 -0.647 4.410



# 6
Density functional theory data (ωB97M-V/def2-TZVPD) for a 2-piece molecular cluster, C5H14NO overall at a distorted geometry.

The value obtained for the LUMO energy (alpha / beta) is 0.55 / 0.54 eV. The expectation value of S² is 0.7535. The calculation puts the HOMO energy (alpha / beta) at -6.48 / -8.81 eV. Its charge is 0. The calculation puts the gap between HOMO and LUMO (alpha / beta) at 7.02 / 9.35 eV. Its multiplicity is 2. For the relative energy (zero: lowest compared OMol25 entry of this formula, charge and spin), the calculation gives 0.6378 eV. The calculation puts the total energy at -8947.4762 eV.

Geometry (Å):
C1 1.317 -1.635 0.270
C2 1.049 -0.807 -0.985
C3 -0.381 -0.605 -1.409
C4 -1.291 0.074 -0.391
C5 -0.167 2.289 -0.787
N1 -0.818 1.387 0.039
H1 0.848 -1.180 1.146
H2 2.388 -1.635 0.427
H3 0.937 -2.643 0.090
H4 1.703 -1.181 -1.789
H5 1.551 0.172 -0.846
H6 -0.804 -1.618 -1.555
H7 -0.477 -0.203 -2.406
H8 -1.378 -0.608 0.455
H9 -2.306 0.209 -0.756
H10 0.841 2.642 -0.598
H11 -0.710 2.780 -1.587
H12 -0.483 1.473 0.983
H13 -1.138 0.530 3.767
H14 0.086 0.062 3.057
O1 -0.768 0.499 2.875



# 7
Density functional theory data (ωB97M-V/def2-TZVPD) for a 5-piece molecular cluster, C52H43N5O9S2 overall at a distorted geometry.

The value obtained for the LUMO energy is -1.21 eV. As for the SMILES: Cc1ccc(Cc2cc(CC(=O)c3ccccc3)c(S)c3c2Sc2ccccc2N3)cc1.O=[N+]([O-])c1ccccc1.O=[N+]([O-])c1ccccc1.O=[N+]([O-])c1ccccc1.O=[N+]([O-])c1ccccc1. The calculation puts the HOMO energy at -7.54 eV. Its charge is 0. The calculation puts the gap between HOMO and LUMO at 6.33 eV. Its multiplicity is 1. The calculation puts the total energy at -102124.8162 eV.

Geometry (Å):
C1 -1.451 1.899 -10.663
C2 -1.127 0.881 -9.405
C3 0.330 0.167 -9.109
C4 0.565 -0.870 -7.817
C5 -0.674 -1.193 -6.742
C6 -0.422 -2.222 -5.490
C7 -1.595 -2.222 -4.344
C8 -1.346 -1.613 -2.812
C9 -2.560 -1.641 -1.662
C10 -2.179 -1.060 -0.178
C11 -2.381 0.556 0.012
O1 -2.545 1.443 -1.010
C12 -2.323 1.113 1.588
C13 -3.439 2.106 2.264
C14 -3.238 2.514 3.871
C15 -2.015 1.977 4.823
C16 -0.879 0.998 4.115
C17 -1.056 0.574 2.511
C18 -4.041 -2.252 -2.101
S1 -5.398 -2.205 -0.757
C19 -4.359 -2.878 -3.619
C20 -3.076 -2.845 -4.669
S2 -3.381 -3.606 -6.395
C21 -5.210 -3.149 -6.711
C22 -5.704 -2.793 -8.236
C23 -7.281 -2.416 -8.503
C24 -8.281 -2.404 -7.186
C25 -7.770 -2.763 -5.635
C26 -6.165 -3.134 -5.362
N1 -5.713 -3.460 -3.955
C27 -2.103 -0.420 -7.077
C28 -2.356 0.574 -8.361
H1 -0.656 2.743 -10.822
H2 -1.562 1.235 -11.648
H3 -2.534 2.350 -10.475
H4 1.243 0.383 -9.811
H5 1.634 -1.341 -7.719
H6 -0.407 -3.320 -5.952
H7 0.635 -1.981 -5.015
H8 -0.290 -1.172 -2.483
H9 -2.878 -1.588 0.605
H10 -1.022 -1.273 0.008
H11 -4.350 2.521 1.648
H12 -4.048 3.208 4.394
H13 -1.899 2.245 5.972
H14 0.020 0.588 4.774
H15 -0.209 -0.139 2.081
H16 -5.927 -0.877 -0.674
H17 -4.875 -2.818 -9.094
H18 -7.608 -2.149 -9.602
H19 -9.406 -2.115 -7.379
H20 -8.575 -2.722 -4.785
H21 -6.469 -3.143 -3.310
H22 -3.034 -0.615 -6.360
H23 -3.401 1.068 -8.568
O2 2.833 -2.181 4.599
N2 2.818 -1.026 5.050
O3 2.451 -0.028 4.412
C29 3.268 -0.826 6.433
C30 3.726 -1.921 7.179
C31 4.176 -1.720 8.485
C32 4.164 -0.440 9.041
C33 3.697 0.647 8.299
C34 3.247 0.459 6.991
H24 3.742 -2.924 6.760
H25 4.540 -2.563 9.070
H26 4.521 -0.288 10.058
H27 3.688 1.641 8.740
H28 2.890 1.317 6.425
O4 6.312 -4.821 -1.173
N3 5.719 -4.532 -0.123
O5 5.685 -5.252 0.885
C35 5.004 -3.251 -0.072
C36 4.985 -2.421 -1.202
C37 4.283 -1.215 -1.156
C38 3.612 -0.841 0.009
C39 3.642 -1.663 1.136
C40 4.338 -2.873 1.101
H29 5.503 -2.699 -2.117
H30 4.257 -0.568 -2.030
H31 3.061 0.098 0.039
H32 3.119 -1.363 2.042
H33 4.349 -3.505 1.987
O6 4.032 1.090 11.454
N4 3.438 1.380 12.504
O7 3.404 0.659 13.512
C41 2.724 2.661 12.555
C42 2.704 3.490 11.425
C43 2.002 4.696 11.471
C44 1.331 5.071 12.636
C45 1.361 4.248 13.763
C46 2.057 3.038 13.728
H34 3.222 3.212 10.509
H35 1.976 5.343 10.597
H36 0.781 6.009 12.665
H37 0.838 4.548 14.668
H38 2.068 2.406 14.614
O8 1.850 -0.456 -4.053
N5 2.389 0.627 -3.781
O9 3.420 0.747 -3.104
C47 1.759 1.851 -4.292
C48 0.571 1.764 -5.030
C49 -0.036 2.933 -5.493
C50 0.541 4.175 -5.223
C51 1.730 4.258 -4.496
C52 2.345 3.096 -4.026
H39 0.109 0.804 -5.249
H40 -0.962 2.876 -6.062
H41 0.061 5.084 -5.581
H42 2.175 5.229 -4.293
H43 3.270 3.177 -3.458



# 8
Density functional theory data (ωB97M-V/def2-TZVPD) for one molecule with the formula C6H10FN at a distorted geometry.

The value obtained for the LUMO energy is 0.99 eV. As for the SMILES: C/C(=C\F)[C@@H]1CCN1. The calculation puts the HOMO energy at -9.09 eV. Its charge is 0. The calculation puts the gap between HOMO and LUMO at 10.08 eV. Its multiplicity is 1. For the relative energy (zero: lowest compared OMol25 entry of this formula, charge and spin), the calculation gives 0.8961 eV. The calculation puts the total energy at -10590.1734 eV.

Geometry (Å):
C1 1.664 1.533 -0.014
C2 1.128 0.141 0.101
C3 1.876 -0.934 -0.051
F1 3.197 -0.859 -0.328
C4 -0.338 0.004 0.437
C5 -1.122 -1.291 0.104
C6 -2.244 -0.346 -0.361
N1 -1.260 0.753 -0.451
H1 1.106 2.081 -0.822
H2 2.692 1.484 -0.272
H3 1.521 2.083 0.913
H4 1.521 -1.983 0.001
H5 -0.499 0.288 1.485
H6 -1.329 -1.993 0.962
H7 -0.648 -1.823 -0.717
H8 -2.980 -0.217 0.423
H9 -2.724 -0.585 -1.307
H10 -1.562 1.662 -0.102



# 9
Density functional theory data (ωB97M-V/def2-TZVPD) for one molecule with the formula C2H7N2OPS at a distorted geometry.

The value obtained for the LUMO energy is 0.17 eV. As for the SMILES: N[P@@]1(=O)NCCS1. The calculation puts the HOMO energy at -9.09 eV. Its charge is 0. The calculation puts the gap between HOMO and LUMO at 9.25 eV. Its multiplicity is 1. For the relative energy (zero: lowest compared OMol25 entry of this formula, charge and spin), the calculation gives 4.8281 eV. The calculation puts the total energy at -27336.8416 eV.

Geometry (Å):
N1 -1.585 0.116 -1.597
P1 -1.601 0.133 0.092
O1 -3.470 -0.043 0.929
N2 -0.470 -0.947 0.772
C1 0.974 -0.646 0.600
C2 1.078 0.800 0.040
S1 -0.323 1.929 0.566
H1 -2.315 -0.629 -1.792
H2 -2.083 1.068 -1.725
H3 -0.780 -1.934 0.808
H4 1.407 -1.387 -0.115
H5 1.350 -0.673 1.595
H6 2.101 1.172 0.281
H7 1.050 0.846 -1.115